[1]
A 2-piece molecular cluster, CHN4O2 overall in a non-equilibrium geometry. Source: the OMol25 dataset; level of theory: ωB97M-V with the def2-TZVPD basis set.

Computed properties:
Net charge = -1
HOMO (spin up / spin down) = -5.026 / -5.028 eV
Relative energy (zero: lowest compared OMol25 entry of this formula, charge and spin) = 133.6 kcal/mol

Geometry as XYZ:
```
8
CHN4O2, DFT ωB97M-V with the def2-TZVPD basis set
C -2.29058 0.34551 0.02543
N -3.14296 1.01165 0.42613
N 0.63968 0.02839 -0.92951
N -0.28489 -0.80915 -0.78996
N 1.52068 0.19240 0.09806
O 1.40270 -0.48007 1.12940
O 2.43022 0.99247 -0.09256
H -0.27485 -1.28120 0.13302
```


[2]
A 2-piece molecular cluster, CHN4O3 overall in a non-equilibrium geometry. Source: the OMol25 dataset; level of theory: ωB97M-V with the def2-TZVPD basis set.

Computed properties:
Net charge = -1
HOMO = -4.325 eV
Relative energy (zero: lowest compared OMol25 entry of this formula, charge and spin) = 44.6 kcal/mol

Geometry as XYZ:
```
9
CHN4O3, DFT ωB97M-V with the def2-TZVPD basis set
C -2.65998 -0.52384 -0.21547
N -3.53452 -1.22054 -0.62558
N -0.11826 -0.47976 -0.12937
N -1.82809 0.04662 0.64102
N 0.58565 -1.51803 0.26111
O -1.75929 1.27988 0.80093
O 0.06931 -2.58161 0.58067
O 1.76264 -1.31533 0.22754
H 0.22580 0.44638 -0.22319
```


[3]
One molecule with the formula CHN5O in a non-equilibrium geometry. Source: the OMol25 dataset; level of theory: ωB97M-V with the def2-TZVPD basis set.

Computed properties:
HOMO = -10.023 eV
Relative energy (zero: lowest compared OMol25 entry of this formula, charge and spin) = 206.2 kcal/mol

Geometry as XYZ:
```
8
CHN5O, DFT ωB97M-V with the def2-TZVPD basis set
C 0.80687 -0.09502 -1.25616
N 1.74685 -0.21377 -0.51244
N 1.52777 -0.18574 0.88910
N 0.36239 -0.02291 1.20129
N -1.84116 0.19915 0.27750
N -0.54244 0.09270 0.28924
O -2.44721 0.25930 1.33078
H 0.38694 -0.03371 -2.21931
```


[4]
One molecule with the formula CHN5O in a non-equilibrium geometry. Source: the OMol25 dataset; level of theory: ωB97M-V with the def2-TZVPD basis set.

Computed properties:
HOMO = -10.064 eV
Structure (SMILES) = N=C=N/N=N\N=O
Relative energy (zero: lowest compared OMol25 entry of this formula, charge and spin) = 193.9 kcal/mol

Geometry as XYZ:
```
8
CHN5O, DFT ωB97M-V with the def2-TZVPD basis set
N 1.93252 0.48451 -0.45046
C 0.80989 0.65425 -0.03602
N -0.27548 1.22496 0.14090
N -1.54647 0.93412 0.26873
N -1.91414 -0.25886 -0.00767
N -1.22012 -1.23515 -0.38765
O -0.41505 -1.73223 0.37790
H 2.62884 -0.07159 0.09427
```